{"formula": "C14H21NOS2", "method": "ωB97M-V with the def2-TZVPD basis set", "symbols": ["C", "C", "C", "C", "S", "C", "C", "N", "C", "O", "C", "S", "C", "C", "C", "C", "C", "C", "H", "H", "H", "H", "H", "H", "H", "H", "H", "H", "H", "H", "H", "H", "H", "H", "H", "H", "H", "H", "H"], "xyz": [[-0.96455, 2.87402, 2.44568], [0.02372, 2.85462, 1.65720], [1.29990, 3.85263, 2.17385], [-0.12919, 2.98816, 0.13066], [0.93007, 1.09844, 1.85275], [2.28763, 1.02829, 0.88989], [2.37059, -0.19976, 0.05417], [1.05332, -0.08733, -0.74864], [1.05931, -0.41585, -2.06699], [1.90127, -0.92253, -2.95657], [-0.22059, -0.16446, -2.78196], [-1.64114, -0.07801, -1.71566], [-1.32977, -1.54829, -0.59002], [-2.14769, -1.35837, 0.39679], [-1.91297, -2.66185, 1.40770], [-1.30008, -3.76133, 1.17272], [-0.61010, -3.71489, -0.40852], [-0.73269, -2.64104, -0.98681], [-1.79460, 2.07421, 2.07029], [-0.80315, 2.70031, 3.33248], [-1.51493, 3.90005, 2.30093], [0.97632, 4.82969, 2.19595], [1.48040, 3.73539, 3.03767], [2.15009, 3.89760, 1.41898], [0.92459, 2.95830, -0.64967], [-0.86893, 2.49639, -0.26584], [-0.63864, 4.03546, 0.03912], [2.77189, 1.78401, 0.49118], [3.25964, 0.81105, 1.59609], [2.30254, -1.14507, 0.33829], [3.00883, -0.20280, -0.78813], [0.26229, 0.33792, -0.32416], [-0.58907, -0.81158, -3.59245], [-0.12758, 0.88828, -3.24167], [-2.66866, -0.63200, 1.06790], [-2.28065, -2.60170, 2.42432], [-1.16630, -4.48143, 1.66501], [-0.10112, -4.56034, -0.71288], [-0.37843, -2.75674, -2.04249]], "atomic_forces_ev_per_a": [[-14.32, 1.74, -3.58], [14.95, -0.52, -8.10], [-3.37, -0.22, -13.19], [4.50, 5.87, 0.62], [-3.71, 0.77, 2.63], [5.23, -4.90, 3.49], [-4.07, 3.67, -4.47], [3.51, -1.56, -2.49], [1.15, -1.83, -3.87], [-1.45, 1.89, 5.11], [-1.72, 2.29, -0.96], [-0.25, -0.52, 0.75], [-4.10, 8.00, -2.01], [0.23, -4.86, 7.83], [-2.73, 4.54, 0.30], [1.86, 8.35, -13.31], [-1.90, -6.29, 10.08], [2.78, 0.93, -8.09], [1.51, 1.63, 0.95], [1.62, -1.55, 9.32], [0.73, -1.59, 0.60], [-1.34, 2.56, -0.57], [3.18, -2.81, 11.59], [-0.91, -0.67, 1.28], [-3.30, 0.07, 2.83], [-3.69, -3.88, -2.05], [1.42, -0.99, -0.21], [1.05, 4.32, -2.69], [-2.00, 0.42, -0.60], [0.25, -3.82, 2.85], [1.75, 0.45, -0.37], [-0.74, 0.20, 0.19], [1.45, -0.12, 0.24], [-0.15, -1.46, 0.55], [0.58, 0.03, -1.97], [-0.59, 0.60, 0.08], [1.87, -10.25, 7.41], [0.75, -1.52, -0.88], [-0.01, 1.05, 0.67]], "lowdin_charge": [-0.186, -0.736, -0.004, -0.093, 0.962, -0.593, -0.146, 0.023, -0.495, -0.052, -0.444, 0.925, -0.545, -0.056, -0.062, 0.021, 0.036, -0.232, 0.167, 0.004, 0.168, 0.050, -0.052, 0.110, 0.183, -0.039, 0.114, 0.026, 0.142, 0.077, 0.110, 0.009, 0.080, 0.120, 0.116, 0.088, -0.032, 0.080, 0.155], "multiplicity": 1, "e_homo_ev": -8.34, "gap_ev": 8.87, "lumo_energy_ev": 0.5285, "e_tot_ha": -1471.959398, "e_above_lowest_kcal_mol": 316.33, "smiles": "CC(C)(C)SCCNC(=O)CSc1ccccc1"}

{"formula": "C14H21S4SeW", "method": "ωB97M-V with the def2-TZVPD basis set", "symbols": ["W", "C", "C", "S", "C", "C", "S", "C", "C", "S", "C", "C", "S", "H", "H", "H", "H", "H", "H", "H", "H", "H", "H", "H", "H", "H", "H", "H", "H", "Se", "C", "C", "C", "C", "C", "C", "H", "H", "H", "H", "H"], "xyz": [[-0.16265, -0.00014, 0.00249], [-1.69021, 1.55957, 2.68436], [-2.57236, 1.96423, 1.51984], [-1.55516, 2.05552, -0.00301], [-2.77542, 1.70104, -1.32056], [-2.04947, 1.32558, -2.59853], [-0.77887, 0.00799, -2.42044], [-1.69152, -1.55990, -2.67827], [-2.57308, -1.96451, -1.51328], [-1.55510, -2.05574, 0.00900], [-2.77463, -1.70140, 1.32722], [-2.04804, -1.32586, 2.60478], [-0.77754, -0.00820, 2.42584], [-2.27396, 1.43871, 3.59745], [-0.91479, 2.30161, 2.88090], [-2.99051, 2.95802, 1.68724], [-3.39196, 1.26663, 1.35601], [-3.35997, 2.60874, -1.48161], [-3.43994, 0.91591, -0.96424], [-1.49784, 2.17357, -3.00539], [-2.75676, 0.99041, -3.35757], [-0.91613, -2.30190, -2.87509], [-2.27574, -1.43925, -3.59109], [-2.99130, -2.95830, -1.68046], [-3.39260, -1.26692, -1.34903], [-3.35910, -2.60911, 1.48853], [-3.43945, -0.91634, 0.97130], [-1.49620, -2.17380, 3.01145], [-2.75489, -0.99058, 3.36418], [2.17666, 0.00009, -0.00008], [4.05804, 0.00013, -0.00464], [4.72887, 1.22832, -0.07467], [6.10598, 1.21375, -0.07609], [6.79515, 0.00050, -0.01117], [6.10655, -1.21285, 0.05708], [4.72957, -1.22783, 0.06225], [4.18490, 2.16216, -0.12674], [6.65265, 2.14516, -0.12863], [7.87701, 0.00072, -0.01380], [6.65380, -2.14403, 0.10719], [4.18600, -2.16172, 0.11732]], "atomic_forces_ev_per_a": [[0.97, 0.00, 0.00], [0.05, -0.06, -0.19], [0.05, 0.06, 0.00], [-0.21, -0.24, -0.03], [-0.01, 0.09, 0.00], [0.13, -0.01, 0.15], [-0.07, -0.01, -0.27], [0.05, 0.06, 0.19], [0.05, -0.06, 0.00], [-0.21, 0.24, 0.03], [-0.01, -0.09, -0.01], [0.13, 0.01, -0.15], [-0.07, 0.01, 0.27], [0.02, 0.01, 0.02], [0.02, -0.02, 0.04], [0.02, 0.01, 0.00], [0.01, -0.01, -0.05], [0.01, 0.01, 0.01], [0.00, -0.01, 0.01], [-0.01, 0.00, -0.03], [0.03, 0.00, -0.05], [0.02, 0.02, -0.04], [0.02, -0.01, -0.02], [0.02, -0.01, 0.00], [0.01, 0.01, 0.05], [0.01, -0.01, -0.01], [0.00, 0.01, -0.01], [-0.01, 0.00, 0.03], [0.03, 0.00, 0.05], [-0.68, 0.00, 0.00], [0.03, 0.00, 0.00], [-0.25, 0.17, 0.00], [0.14, -0.08, 0.00], [-0.16, 0.00, 0.00], [0.14, 0.08, 0.00], [-0.25, -0.17, 0.00], [0.02, -0.01, 0.00], [-0.02, 0.01, 0.00], [0.00, 0.00, 0.00], [-0.02, -0.01, 0.00], [0.02, 0.01, 0.00]], "lowdin_charge": [0.467, -0.432, -0.420, 0.883, -0.431, -0.422, 0.848, -0.432, -0.420, 0.883, -0.431, -0.422, 0.848, 0.116, 0.105, 0.118, 0.085, 0.120, 0.077, 0.104, 0.117, 0.105, 0.116, 0.118, 0.085, 0.120, 0.077, 0.104, 0.117, 0.912, -0.559, -0.090, -0.018, 0.021, -0.018, -0.090, 0.118, 0.134, 0.137, 0.134, 0.118], "multiplicity": 3, "charge": 3, "s_squared": 2.26, "e_homo_ev": [-17.64, -17.70], "gap_ev": [6.11, 5.87], "lumo_energy_ev": [-11.5228, -11.8238], "e_tot_ha": -4606.282845, "e_above_lowest_kcal_mol": 0.00}

{"formula": "C14H22AsBeO4S", "method": "ωB97M-V with the def2-TZVPD basis set", "symbols": ["Be", "C", "As", "C", "C", "H", "H", "H", "H", "H", "H", "H", "H", "H", "O", "S", "C", "C", "C", "C", "H", "H", "H", "H", "H", "H", "H", "H", "O", "C", "O", "C", "C", "C", "C", "C", "C", "H", "H", "H", "H", "H", "O"], "xyz": [[0.26200, 5.33180, 13.91505], [-1.30827, -3.30855, 16.68838], [-0.32015, -2.90803, 15.02388], [1.40914, -2.32025, 15.83792], [-1.09201, -1.03050, 15.12928], [-1.19482, -2.35616, 17.21189], [-0.97726, -4.16331, 17.27808], [-2.31945, -3.47556, 16.44430], [1.41286, -2.26611, 16.92158], [1.67036, -1.28425, 15.55363], [2.20778, -2.96265, 15.47091], [-0.46102, -0.50003, 15.84160], [-2.11031, -1.16436, 15.51922], [-1.11098, -0.55381, 14.16060], [-5.41777, 2.85148, 17.76134], [-4.28782, 2.45231, 16.90568], [-2.78980, 2.72843, 18.06531], [-2.95471, 4.21910, 18.39479], [-2.81316, 4.89114, 16.95063], [-3.73446, 3.97227, 16.00578], [-1.84197, 2.52546, 17.59042], [-2.85503, 2.07843, 18.91653], [-2.11663, 4.41337, 19.03887], [-3.89664, 4.52070, 18.91376], [-1.84003, 4.71504, 16.60962], [-3.10284, 5.94376, 16.78454], [-3.22309, 3.54116, 15.10698], [-4.67202, 4.53093, 15.66380], [1.08407, 4.20217, 13.03239], [1.11630, 2.93202, 13.27919], [1.08965, 2.37555, 14.38249], [0.80382, 2.08152, 12.03386], [-0.13888, 2.52352, 11.12753], [-0.71033, 1.70593, 10.14961], [-0.42663, 0.35238, 10.11528], [0.61296, -0.07241, 11.01452], [1.22979, 0.78374, 11.93002], [-0.46921, 3.54705, 11.20522], [-1.47688, 2.12280, 9.48194], [-0.89420, -0.39068, 9.57545], [0.91697, -1.14321, 11.10375], [1.88508, 0.40035, 12.72311], [-0.11247, 6.20065, 14.80862]], "atomic_forces_ev_per_a": [[2.33, -3.07, -2.11], [1.39, 0.23, 0.26], [0.04, 1.24, 0.42], [0.24, 0.41, -0.44], [-0.08, -1.21, -0.06], [-0.22, -0.42, 0.47], [0.29, 0.14, -0.05], [-1.31, -0.05, -0.36], [-0.20, -0.46, 0.25], [-0.33, -0.46, -0.35], [0.09, -0.07, 0.24], [-0.21, 0.17, -0.13], [0.25, 0.31, -0.19], [0.07, 0.27, -0.13], [-1.13, 0.00, 0.45], [2.15, 0.88, 0.33], [-1.72, 0.45, -0.48], [0.02, 0.50, -1.38], [-2.49, -1.51, 0.42], [-0.53, 0.50, -0.35], [0.22, 0.09, -0.53], [-0.44, -0.43, 0.42], [0.42, 0.77, 0.29], [0.69, -0.68, -0.48], [1.64, 0.29, -0.45], [0.30, -0.54, 0.54], [-0.18, 0.73, 0.64], [1.17, -0.99, 0.47], [-0.54, 0.83, 0.59], [-1.69, -0.52, 0.39], [0.69, 0.57, -1.21], [0.14, 0.58, 0.48], [-0.18, 0.57, -0.56], [-0.78, 0.01, -0.12], [3.14, 0.92, 2.87], [-0.21, -0.77, -0.14], [-0.36, -1.22, 0.28], [-0.02, 0.16, -0.05], [0.34, -0.13, 0.34], [-1.08, -1.08, -1.47], [-0.46, 0.87, -0.44], [-0.10, 0.03, -0.57], [-1.38, 2.09, 1.87]], "lowdin_charge": [0.115, -0.383, 1.023, -0.370, -0.325, 0.010, 0.014, -0.012, 0.014, 0.018, -0.009, 0.016, 0.011, -0.002, -0.583, 0.869, -0.301, -0.233, -0.169, -0.322, 0.086, 0.068, 0.090, 0.107, 0.059, 0.111, 0.079, 0.099, -0.046, -0.539, 0.041, -0.147, -0.036, -0.092, -0.081, -0.080, -0.059, 0.111, 0.103, 0.064, 0.101, 0.117, -0.537], "multiplicity": 1, "charge": -1, "e_homo_ev": -4.74, "gap_ev": 7.41, "lumo_energy_ev": 2.6681, "e_tot_ha": -3496.385671, "e_above_lowest_kcal_mol": 0.00}